C4H11N3O2 | the ωB97M-V functional and the def2-TZVPD basis

XYZ file:
```
20
C4H11N3O2, DFT the ωB97M-V functional and the def2-TZVPD basis
C 1.921 -1.648 1.841
C 2.454 -2.451 0.569
O 1.681 -3.495 0.200
O 3.477 -2.090 -0.064
H 2.801 -0.937 2.129
H 1.914 -2.292 2.719
H 1.082 -0.939 1.600
C -1.984 0.978 -2.321
C -1.386 1.524 0.108
N -2.132 0.502 0.530
N -1.050 1.418 -1.266
N -0.414 2.400 0.794
H 1.887 -3.711 -0.770
H -2.372 0.514 1.577
H -0.607 2.270 -1.449
H 0.382 2.458 0.221
H -0.885 2.993 1.441
H -2.259 0.043 -2.121
H -1.596 0.822 -3.347
H -2.913 1.641 -2.391
```

**E_HOMO (spin up / spin down)**: -12.76 / -12.76 eV
**Energy relative to the best compared isomer or geometry (same formula, charge and spin)**: 368.0 kJ/mol
**Spin multiplicity**: 2
**M**: 133.2 g mol⁻¹
**Calculated total energy**: -12881.2785 eV
**Expectation value of S²**: 0.78
**Net charge**: +1